The following is a DFT calculation (ωB97M-V/def2-TZVPD) of a 2-piece molecular cluster, C2H6O2 overall in a non-equilibrium geometry.

Results
Frontier orbital gap: 8.85 eV
LUMO level: 0.50 eV
SMILES string: C=CO.O

Cartesian coordinates (Å):
C1 0.225 1.155 1.177
C2 0.278 1.194 -0.173
O1 0.763 0.209 -0.962
H1 -0.257 0.380 1.758
H2 0.302 2.085 1.735
H3 -0.200 2.025 -0.686
H4 0.353 -0.664 -0.820
O2 -0.890 -1.925 -0.109
H5 -0.544 -2.270 0.721
H6 -1.839 -2.070 -0.100

Mulliken population analysis, charges in e, atoms 1 to 4: -0.62 -0.01 -0.45 0.22

The following is a DFT calculation (ωB97M-V/def2-TZVPD) of C21H57N2O11Sr as an isolated structure in a non-equilibrium geometry.

Results
Frontier orbital gap: 3.96 eV
LUMO level: -5.70 eV
Total charge: +1

Cartesian coordinates (Å):
Sr1 -1.627 2.455 -5.437
C1 -1.036 0.463 -2.075
C2 -0.400 1.407 -3.075
O1 -0.523 2.652 -2.917
O2 0.092 0.972 -4.159
H1 -0.804 0.738 -1.047
H2 -0.606 -0.528 -2.207
H3 -2.112 0.494 -2.242
C3 -2.304 -3.361 -1.742
O3 -3.072 -2.907 -0.611
H4 -1.392 -2.766 -1.845
H5 -2.040 -4.409 -1.611
H6 -2.897 -3.197 -2.642
H7 -2.724 -3.394 0.142
O4 3.044 1.073 -4.537
H8 2.123 1.010 -4.251
H9 3.139 1.975 -4.866
O5 -4.477 1.820 -0.943
H10 -4.450 0.882 -0.710
H11 -4.952 1.849 -1.782
O6 -2.363 3.712 -1.142
H12 -2.838 2.865 -1.106
H13 -1.642 3.563 -1.771
O7 1.202 4.944 -2.030
H14 0.706 4.151 -2.269
H15 0.791 5.257 -1.215
O8 -2.827 0.142 -4.929
H16 -3.567 -0.178 -4.393
H17 -2.418 -0.663 -5.289
O9 -0.255 -2.117 -4.180
H18 -0.300 -2.265 -5.133
H19 -0.366 -1.166 -4.046
C4 2.931 -0.978 1.342
C5 2.877 -0.914 -0.181
C6 2.453 0.450 -0.723
C7 3.557 1.506 -0.631
C8 4.685 1.058 -1.548
C9 5.217 -0.329 -1.116
N1 4.120 -1.277 -0.883
O10 4.556 -2.582 -0.593
C10 6.065 -0.830 -2.308
C11 6.140 -0.191 0.086
C12 1.794 -1.882 -0.742
H20 3.246 -1.970 1.676
H21 1.930 -0.830 1.753
H22 3.611 -0.232 1.746
H23 2.120 0.381 -1.760
H24 1.633 0.919 -0.162
H25 3.880 1.696 0.394
H26 3.217 2.470 -1.027
H27 5.471 1.817 -1.537
H28 4.347 0.981 -2.580
H29 5.550 -0.731 -3.264
H30 6.976 -0.234 -2.374
H31 6.309 -1.885 -2.181
H32 6.688 -1.084 0.395
H33 6.819 0.652 -0.058
H34 5.605 0.076 1.007
H35 1.844 -1.939 -1.826
H36 0.798 -1.534 -0.445
H37 1.937 -2.874 -0.307
H38 4.746 -2.576 0.361
C13 -3.893 -1.915 3.208
C14 -3.742 -0.626 4.004
C15 -2.772 -0.860 5.181
C16 -1.297 -0.728 4.793
C17 -1.056 0.604 4.090
C18 -1.872 0.713 2.801
N2 -3.269 0.489 3.181
O11 -4.213 0.925 2.245
C19 -1.719 2.149 2.293
C20 -1.339 -0.240 1.716
C21 -5.096 -0.225 4.638
H39 -3.886 -2.836 3.784
H40 -3.147 -1.968 2.406
H41 -4.763 -1.928 2.535
H42 -3.028 -0.247 6.046
H43 -2.828 -1.895 5.532
H44 -1.018 -1.555 4.136
H45 -0.688 -0.751 5.698
H46 0.020 0.688 3.909
H47 -1.348 1.400 4.776
H48 -2.303 2.814 2.944
H49 -0.701 2.520 2.248
H50 -2.320 2.320 1.393
H51 -2.094 -0.263 0.919
H52 -0.371 0.076 1.320
H53 -1.199 -1.292 1.973
H54 -4.994 0.791 5.014
H55 -5.335 -0.906 5.454
H56 -5.884 -0.279 3.888
H57 -4.073 0.419 1.424

Mulliken population analysis, charges in e, atoms 1 to 4: 1.62 0.30 0.70 -0.72

The following is a DFT calculation (ωB97M-V/def2-TZVPD) of CH2N2O in the gas phase in a non-equilibrium geometry.

Results
Frontier orbital gap: 9.31 eV
LUMO level: -0.81 eV
SMILES string: [H]/N=N/C=O

Cartesian coordinates (Å):
H1 2.063 0.527 0.041
N1 1.275 -0.137 0.286
N2 0.350 0.528 -0.213
C1 -0.922 -0.135 -0.077
O1 -1.939 0.327 -0.483
H2 -0.827 -1.110 0.446

Mulliken population analysis, charges in e, atoms 1 to 4: 0.30 -0.41 -0.02 0.14

The following is a DFT calculation (ωB97M-V/def2-TZVPD) of a 12-piece molecular cluster, C48H92N4O24 overall in a non-equilibrium geometry.

Results
Frontier orbital gap: 7.74 eV
LUMO level: 0.12 eV
SMILES string: CCN(CC)CC.CCN(CC)CC.CCN(CC)CC.CCN(CC)CC.O=C1OCCO1.O=C1OCCO1.O=C1OCCO1.O=C1OCCO1.O=C1OCCO1.O=C1OCCO1.O=C1OCCO1.O=C1OCCO1

Cartesian coordinates (Å):
C1 -3.397 -1.727 1.263
C2 -4.386 -1.971 2.413
N1 -5.043 -0.773 2.935
C3 -5.554 -1.064 4.265
C4 -4.564 -1.294 5.402
C5 -6.177 -0.474 2.047
C6 -6.709 0.919 2.093
H1 -3.124 -2.682 0.828
H2 -2.604 -1.093 1.732
H3 -3.811 -1.103 0.482
H4 -5.115 -2.752 2.143
H5 -3.783 -2.384 3.220
H6 -6.236 -0.232 4.532
H7 -6.224 -1.961 4.214
H8 -5.085 -1.221 6.373
H9 -4.049 -2.257 5.382
H10 -3.796 -0.465 5.427
H11 -7.050 -1.096 2.260
H12 -5.831 -0.768 1.044
H13 -7.025 1.200 3.137
H14 -7.638 0.932 1.477
H15 -6.009 1.671 1.816
C7 0.373 4.558 -2.356
C8 -0.610 5.530 -2.985
N2 -1.050 5.120 -4.325
C9 -2.413 5.594 -4.594
C10 -3.443 4.774 -3.828
C11 -0.229 5.708 -5.324
C12 -0.638 5.296 -6.761
H16 1.290 4.437 -2.977
H17 -0.119 3.597 -2.247
H18 0.666 4.974 -1.392
H19 -1.412 5.496 -2.266
H20 -0.176 6.590 -3.016
H21 -2.362 6.649 -4.174
H22 -2.582 5.643 -5.624
H23 -3.177 4.743 -2.766
H24 -4.446 5.349 -3.942
H25 -3.488 3.765 -4.218
H26 0.780 5.342 -5.206
H27 -0.169 6.777 -5.188
H28 0.268 5.151 -7.408
H29 -1.436 5.956 -7.188
H30 -1.037 4.306 -6.810
C13 1.245 2.184 0.521
C14 0.583 3.200 1.429
N3 1.383 4.387 1.511
C15 2.672 4.203 2.230
C16 2.465 3.894 3.798
C17 0.564 5.481 2.077
C18 1.253 6.799 2.257
H31 2.225 1.744 0.925
H32 1.568 2.655 -0.373
H33 0.522 1.409 0.181
H34 -0.383 3.458 0.950
H35 0.373 2.703 2.423
H36 3.251 3.393 1.674
H37 3.215 5.152 2.060
H38 2.246 2.865 3.952
H39 3.469 4.097 4.243
H40 1.792 4.553 4.295
H41 0.108 5.145 2.978
H42 -0.314 5.546 1.467
H43 1.792 7.110 1.376
H44 1.999 6.768 3.125
H45 0.538 7.481 2.559
C19 1.771 -4.818 2.465
C20 3.031 -4.455 1.834
N4 4.213 -5.164 2.373
C21 4.153 -6.652 2.308
C22 4.617 -7.339 1.019
C23 5.508 -4.637 1.911
C24 6.625 -4.702 2.960
H46 0.969 -4.162 2.094
H47 1.864 -4.822 3.550
H48 1.438 -5.869 2.204
H49 2.897 -4.593 0.764
H50 3.355 -3.349 1.945
H51 3.106 -6.899 2.433
H52 4.705 -7.159 3.112
H53 4.554 -8.386 1.334
H54 5.614 -7.165 0.680
H55 3.892 -7.254 0.164
H56 5.777 -5.149 0.950
H57 5.258 -3.603 1.761
H58 6.657 -5.641 3.535
H59 7.572 -4.462 2.443
H60 6.400 -3.921 3.683
O1 4.790 -1.230 -1.168
C25 4.179 -0.682 -2.023
O2 3.828 -1.200 -3.253
C26 3.104 -0.260 -4.065
C27 2.900 0.964 -3.121
O3 3.639 0.546 -1.905
H61 3.767 -0.042 -4.947
H62 2.180 -0.702 -4.420
H63 1.854 1.026 -2.879
H64 3.278 1.906 -3.433
O4 -3.513 -1.107 -4.282
C28 -2.765 -0.312 -4.790
O5 -2.621 1.001 -4.430
C29 -1.422 1.535 -5.024
C30 -1.324 0.639 -6.288
O6 -1.949 -0.552 -5.860
H65 -1.558 2.584 -5.193
H66 -0.574 1.384 -4.308
H67 -0.307 0.391 -6.626
H68 -1.903 1.106 -7.126
O7 -2.959 4.516 -0.298
C31 -3.253 3.384 -0.434
O8 -2.782 2.583 -1.462
C32 -3.034 1.192 -1.253
C33 -3.700 1.214 0.140
O9 -4.037 2.620 0.333
H69 -3.708 1.024 -2.034
H70 -2.157 0.588 -1.447
H71 -3.093 1.000 1.005
H72 -4.596 0.604 0.242
O10 -0.894 0.069 3.893
C34 -1.497 1.071 4.204
O11 -1.169 1.742 5.321
C35 -1.951 2.965 5.494
C36 -2.680 2.940 4.103
O12 -2.490 1.624 3.584
H73 -2.597 2.933 6.347
H74 -1.301 3.818 5.676
H75 -2.276 3.659 3.448
H76 -3.719 3.102 4.240
O13 2.621 -7.796 -2.037
C37 2.755 -6.641 -2.373
O14 3.959 -6.029 -2.257
C38 3.758 -4.613 -2.453
C39 2.309 -4.481 -2.992
O15 1.727 -5.783 -2.786
H77 3.970 -4.176 -1.457
H78 4.542 -4.291 -3.131
H79 2.500 -4.202 -4.012
H80 1.761 -3.717 -2.476
O16 5.165 -1.269 3.677
C40 4.046 -0.978 4.038
O17 3.629 0.242 4.554
C41 2.224 0.241 4.580
C42 1.852 -1.205 4.664
O18 3.003 -1.824 4.091
H81 1.847 0.894 5.390
H82 1.886 0.806 3.698
H83 1.019 -1.595 4.045
H84 1.745 -1.608 5.683
O19 -1.121 -5.051 -0.613
C43 -1.211 -4.887 -1.783
O20 -2.011 -5.568 -2.639
C44 -1.879 -5.065 -3.911
C45 -0.873 -3.857 -3.775
O21 -0.520 -3.882 -2.371
H85 -1.670 -5.885 -4.681
H86 -2.901 -4.715 -4.068
H87 -1.258 -2.895 -3.949
H88 0.031 -4.019 -4.357
O22 -0.536 -0.464 -2.482
C46 0.050 -0.952 -1.527
O23 -0.553 -1.304 -0.424
C47 0.400 -1.944 0.482
C48 1.758 -1.432 -0.116
O24 1.363 -1.150 -1.434
H89 0.190 -1.619 1.493
H90 0.137 -3.055 0.401
H91 2.544 -2.151 -0.073
H92 2.125 -0.513 0.350

Mulliken population analysis, charges in e, atoms 1 to 4: -0.19 -1.12 1.08 -0.62

The following is a DFT calculation (ωB97M-V/def2-TZVPD) of a 10-piece molecular cluster, C50H75N5O20 overall in a non-equilibrium geometry.

Results
Spin multiplicity: 2
Frontier orbital gap (spin up / spin down): 8.11 / 3.12 eV
LUMO level (spin up / spin down): -3.26 / -8.25 eV
Expectation value of S²: 0.7556
Total charge: +1

Cartesian coordinates (Å):
C1 -3.995 2.259 -2.886
C2 -3.488 1.613 -4.050
C3 -3.538 0.250 -4.171
C4 -3.958 -0.532 -3.137
C5 -4.394 0.062 -1.911
C6 -4.407 1.467 -1.841
N1 -3.706 -1.977 -3.226
O1 -3.293 -2.386 -4.316
O2 -4.025 -2.709 -2.310
H1 -4.081 3.336 -2.871
H2 -3.048 2.255 -4.799
H3 -3.140 -0.083 -5.118
H4 -4.775 -0.548 -1.106
H5 -4.754 1.967 -0.948
C7 1.268 -2.984 -5.846
C8 2.405 -2.993 -6.610
C9 3.441 -2.062 -6.342
C10 3.377 -1.430 -5.100
C11 2.300 -1.665 -4.233
C12 1.138 -2.371 -4.604
N2 4.470 -0.640 -4.622
O3 5.283 -0.266 -5.510
O4 4.395 -0.181 -3.481
H6 0.507 -3.697 -6.127
H7 2.514 -3.710 -7.410
H8 4.376 -2.022 -6.882
H9 2.179 -1.092 -3.325
H10 0.271 -2.510 -3.975
C13 4.555 -2.139 0.672
C14 5.491 -1.615 -0.221
C15 6.734 -2.249 -0.347
C16 7.124 -3.338 0.475
C17 6.124 -3.856 1.366
C18 4.830 -3.315 1.386
N3 8.312 -4.023 0.218
O5 9.389 -3.481 -0.090
O6 8.263 -5.235 0.431
H11 3.587 -1.669 0.766
H12 5.350 -0.671 -0.728
H13 7.507 -1.697 -0.862
H14 6.360 -4.778 1.876
H15 4.090 -3.662 2.092
C19 0.990 4.321 4.650
C20 -0.218 3.560 4.591
C21 -0.121 2.165 4.707
C22 1.101 1.606 5.068
C23 2.249 2.316 5.179
C24 2.194 3.728 5.091
N4 1.189 0.143 5.205
O7 0.241 -0.521 5.553
O8 2.284 -0.430 5.190
H16 0.996 5.379 4.433
H17 -1.218 3.947 4.468
H18 -0.932 1.455 4.632
H19 3.179 1.826 5.426
H20 3.093 4.311 5.229
C25 -1.683 -6.153 1.768
C26 -0.559 -6.991 1.530
C27 0.476 -6.392 0.796
C28 0.531 -5.020 0.478
C29 -0.556 -4.276 0.892
C30 -1.663 -4.836 1.502
N5 1.651 -4.371 -0.243
O9 1.472 -3.228 -0.637
O10 2.552 -5.162 -0.424
H21 -2.585 -6.498 2.251
H22 -0.553 -8.066 1.626
H23 1.280 -7.087 0.606
H24 -0.697 -3.245 0.602
H25 -2.529 -4.206 1.646
C31 -4.498 -0.309 2.475
O11 -4.393 -0.998 3.784
C32 -3.376 -0.542 4.738
C33 -3.755 0.584 5.726
O12 -3.206 1.787 5.166
C34 -4.003 2.972 5.442
H26 -3.657 -0.600 1.847
H27 -4.488 0.780 2.429
H28 -5.306 -0.612 1.808
H29 -2.421 -0.350 4.247
H30 -3.431 -1.390 5.421
H31 -3.147 0.565 6.631
H32 -4.802 0.554 6.026
H33 -3.996 3.632 4.574
H34 -3.751 3.453 6.387
H35 -5.079 2.801 5.405
C35 0.234 -6.546 -7.084
O13 -0.790 -5.578 -7.104
C36 -1.924 -5.842 -6.286
C37 -1.452 -6.029 -4.803
O14 -0.427 -5.102 -4.381
C38 -0.553 -4.876 -3.008
H36 -0.051 -7.331 -7.784
H37 0.770 -6.802 -6.170
H38 1.037 -6.101 -7.671
H39 -2.440 -6.717 -6.682
H40 -2.601 -5.006 -6.464
H41 -1.086 -7.023 -4.545
H42 -2.418 -6.097 -4.303
H43 0.469 -4.780 -2.640
H44 -1.037 -5.721 -2.519
H45 -1.103 -4.049 -2.558
C39 4.010 3.291 -3.385
O15 3.995 3.530 -1.927
C40 4.681 4.751 -1.520
C41 4.584 4.868 0.057
O16 3.277 5.033 0.649
C42 3.020 4.128 1.700
H46 4.065 4.263 -3.875
H47 3.104 2.846 -3.795
H48 4.929 2.846 -3.766
H49 4.349 5.614 -2.096
H50 5.758 4.687 -1.672
H51 5.057 5.772 0.441
H52 5.059 4.011 0.534
H53 3.117 3.126 1.280
H54 2.100 4.239 2.274
H55 3.903 4.290 2.318
C43 -5.965 5.961 5.177
O17 -5.618 6.417 3.868
C44 -4.611 7.449 3.947
C45 -3.812 7.518 2.668
O18 -2.976 6.443 2.539
C46 -2.290 6.312 1.240
H56 -6.625 5.130 5.425
H57 -6.418 6.838 5.640
H58 -5.117 5.729 5.822
H59 -3.864 7.345 4.734
H60 -5.055 8.440 4.035
H61 -3.237 8.439 2.579
H62 -4.504 7.555 1.827
H63 -1.423 6.944 1.049
H64 -2.924 6.466 0.367
H65 -1.853 5.342 1.003
C47 -0.520 -0.646 -1.668
O19 0.497 0.348 -1.254
C48 1.067 0.192 0.021
C49 0.376 1.138 1.036
O20 -1.052 0.982 1.089
C50 -1.767 2.161 0.891
H66 -1.520 -0.404 -1.307
H67 -0.263 -1.603 -1.214
H68 -0.509 -0.798 -2.747
H69 2.073 0.522 -0.241
H70 0.940 -0.858 0.284
H71 0.657 2.188 0.946
H72 0.749 0.875 2.026
H73 -1.471 2.916 0.162
H74 -1.651 2.703 1.830
H75 -2.847 2.032 0.820

Mulliken population analysis, charges in e, atoms 1 to 4: -0.65 -0.54 -0.08 -0.27